1.
Formula: C4H9FN2S
Source: the OMol25 dataset
Level of theory: wB97M-V/def2-TZVPD

Structure (ORCA input):
```
! RIJCOSX wB97M-V def2-TZVPD def2/J DEFGRID3
* xyz 0 1
H 0.31 -2.62 -0.47
N 0.58 -1.72 -0.86
C 0.33 -0.71 -0.15
C -0.26 -0.83 1.29
C -1.69 -0.27 1.39
F -2.13 -0.43 2.69
N 0.48 0.58 -0.58
C 0.98 1.62 0.30
S 0.87 0.76 -2.22
H 0.48 -0.32 2.01
H -0.33 -1.90 1.55
H -2.26 -0.82 0.61
H -1.69 0.81 1.26
H 0.46 1.65 1.29
H 2.04 1.44 0.65
H 0.82 2.58 -0.22
H 1.98 -0.02 -2.19
*
```

Values from the calculation:
Orbital gap = 9.9 eV
Molecular weight = 136.2 g mol⁻¹
Electronic energy = -20825.69347 eV
Maximum force = 2.93 eV Å⁻¹
SMILES = [H]/N=C(\CCF)N(C)S

---

2.
Formula: C4H9FN2S
Source: the OMol25 dataset
Level of theory: wB97M-V/def2-TZVPD

Structure (ORCA input):
```
! RIJCOSX wB97M-V def2-TZVPD def2/J DEFGRID3
* xyz 0 1
C -0.78 0.78 -3.02
N -0.62 -0.29 -2.00
C -1.20 0.00 -0.68
C -0.17 0.63 0.13
F -0.72 1.31 1.24
C 0.72 -0.43 0.69
N 1.42 -1.05 -0.30
S 0.79 -0.56 2.34
H -2.00 0.86 -3.45
H -0.52 1.98 -2.66
H -0.08 0.45 -3.84
H -0.93 -1.15 -2.48
H -2.15 0.60 -0.90
H -1.41 -1.04 -0.15
H 0.43 1.36 -0.43
H 1.22 -0.54 -1.23
H 2.21 -1.73 -0.14
*
```

Values from the calculation:
Orbital gap = 8.6 eV
Molecular weight = 136.2 g mol⁻¹
Electronic energy = -20824.76086 eV
Maximum force = 4.40 eV Å⁻¹
SMILES = CNC[C@@H](F)C(N)=S

---

3.
Formula: C4H9FN3
Source: the OMol25 dataset
Level of theory: wB97M-V/def2-TZVPD

Structure (ORCA input):
```
! RIJCOSX wB97M-V def2-TZVPD def2/J DEFGRID3
* xyz 1 1
C 2.91 -0.83 0.15
N 1.53 -1.07 -0.02
N 0.83 -0.19 -0.58
C -0.60 -0.25 -0.90
N -1.12 1.15 -0.45
C -2.25 0.55 0.44
C -1.65 -0.91 0.26
F -2.54 -1.76 -0.20
H 3.29 0.09 -0.11
H 3.42 -1.61 -0.48
H 3.05 -1.20 1.23
H -0.67 -0.44 -2.03
H -1.44 1.86 -1.19
H -0.53 1.60 0.27
H -3.14 0.86 0.00
H -2.09 1.01 1.45
H -1.12 -1.31 1.11
*
```

Values from the calculation:
Orbital gap = 9.4 eV
Molecular weight = 118.1 g mol⁻¹
Electronic energy = -11471.42714 eV
Maximum force = 4.11 eV Å⁻¹
SMILES = C/N=N/[C@@H]1[NH2+]C[C@H]1F

---

4.
Formula: C4H9FO2Tl
Source: the OMol25 dataset
Level of theory: wB97M-V/def2-TZVPD

Structure (ORCA input):
```
! RIJCOSX wB97M-V def2-TZVPD def2/J DEFGRID3
* xyz -1 1
F -1.02 -0.43 -3.00
C -3.06 -1.76 0.78
O -2.62 -0.34 0.90
C -1.52 -0.18 1.73
C -0.70 1.01 1.27
O -0.15 0.70 0.01
H -4.04 -1.66 0.27
H -3.32 -2.09 1.81
H -0.88 -1.08 1.70
H -1.81 -0.03 2.79
H 0.12 1.21 1.99
H -1.33 1.91 1.21
Tl -1.45 -1.03 -1.03
C 0.49 1.80 -0.68
H 1.15 2.30 0.05
H -0.25 2.56 -0.98
H 1.12 1.41 -1.49
*
```

Values from the calculation:
Orbital gap = 4.8 eV
Molecular weight = 312.5 g mol⁻¹
Electronic energy = -15796.79519 eV
Maximum force = 3.03 eV Å⁻¹

---

5.
Formula: C4H9FS
Source: the OMol25 dataset
Level of theory: wB97M-V/def2-TZVPD

Structure (ORCA input):
```
! RIJCOSX wB97M-V def2-TZVPD def2/J DEFGRID3
* xyz 0 1
C 1.95 -0.36 1.64
C 1.25 -0.42 0.32
S 0.29 1.13 0.10
C -0.96 0.89 -1.18
C -2.16 -0.01 -0.85
F -1.90 -1.33 -1.04
H 2.37 0.61 1.82
H 2.77 -1.15 1.65
H 1.23 -0.50 2.57
H 0.56 -1.19 0.17
H 1.89 -0.42 -0.50
H -1.28 1.94 -1.42
H -0.47 0.49 -2.02
H -2.99 0.23 -1.49
H -2.56 0.10 0.22
*
```

Values from the calculation:
Orbital gap = 9.5 eV
Molecular weight = 108.2 g mol⁻¹
Electronic energy = -17846.01193 eV
Maximum force = 2.56 eV Å⁻¹
SMILES = CCSCCF

---

6.
Formula: C4H9FS
Source: the OMol25 dataset
Level of theory: wB97M-V/def2-TZVPD

Structure (ORCA input):
```
! RIJCOSX wB97M-V def2-TZVPD def2/J DEFGRID3
* xyz 0 1
C 1.84 -0.75 0.57
S 1.17 -0.53 -1.18
C -0.48 0.15 -0.81
C -0.49 1.54 -0.20
C -1.20 -0.80 0.11
F -1.06 -2.12 -0.49
H 1.88 -1.72 0.99
H 2.91 -0.45 0.59
H 1.36 -0.03 1.15
H -0.98 0.24 -1.83
H -1.55 1.82 0.01
H -0.02 1.45 0.79
H -0.09 2.45 -0.81
H -1.00 -0.65 1.20
H -2.28 -0.59 -0.09
*
```

Values from the calculation:
Orbital gap = 9.5 eV
Molecular weight = 108.2 g mol⁻¹
Electronic energy = -17845.58702 eV
Maximum force = 3.23 eV Å⁻¹
SMILES = CS[C@H](C)CF

---

Please write out number 3 again, unchanged.
Formula: C4H9FN3
Source: the OMol25 dataset
Level of theory: wB97M-V/def2-TZVPD

Structure (ORCA input):
```
! RIJCOSX wB97M-V def2-TZVPD def2/J DEFGRID3
* xyz 1 1
C 2.91 -0.83 0.15
N 1.53 -1.07 -0.02
N 0.83 -0.19 -0.58
C -0.60 -0.25 -0.90
N -1.12 1.15 -0.45
C -2.25 0.55 0.44
C -1.65 -0.91 0.26
F -2.54 -1.76 -0.20
H 3.29 0.09 -0.11
H 3.42 -1.61 -0.48
H 3.05 -1.20 1.23
H -0.67 -0.44 -2.03
H -1.44 1.86 -1.19
H -0.53 1.60 0.27
H -3.14 0.86 0.00
H -2.09 1.01 1.45
H -1.12 -1.31 1.11
*
```

Values from the calculation:
Orbital gap = 9.4 eV
Molecular weight = 118.1 g mol⁻¹
Electronic energy = -11471.42714 eV
Maximum force = 4.11 eV Å⁻¹
SMILES = C/N=N/[C@@H]1[NH2+]C[C@H]1F

---

Question: molecular weight of number 2 (C4H9FN2S)?
Answer: 136.2 g mol⁻¹

---

Please write out number 2 again, unchanged.
Formula: C4H9FN2S
Source: the OMol25 dataset
Level of theory: wB97M-V/def2-TZVPD

Structure (ORCA input):
```
! RIJCOSX wB97M-V def2-TZVPD def2/J DEFGRID3
* xyz 0 1
C -0.78 0.78 -3.02
N -0.62 -0.29 -2.00
C -1.20 0.00 -0.68
C -0.17 0.63 0.13
F -0.72 1.31 1.24
C 0.72 -0.43 0.69
N 1.42 -1.05 -0.30
S 0.79 -0.56 2.34
H -2.00 0.86 -3.45
H -0.52 1.98 -2.66
H -0.08 0.45 -3.84
H -0.93 -1.15 -2.48
H -2.15 0.60 -0.90
H -1.41 -1.04 -0.15
H 0.43 1.36 -0.43
H 1.22 -0.54 -1.23
H 2.21 -1.73 -0.14
*
```

Values from the calculation:
Orbital gap = 8.6 eV
Molecular weight = 136.2 g mol⁻¹
Electronic energy = -20824.76086 eV
Maximum force = 4.40 eV Å⁻¹
SMILES = CNC[C@@H](F)C(N)=S

---

Question: Look up the maximum force of the fourth one.
Answer: 3.03 eV Å⁻¹